Entry 1:
Density functional theory data (ωB97M-V with the def2-TZVPD basis set) for 2 unconnected molecules or ions with the total composition C4H12N4.

```
20
Properties=species:S:1:pos:R:3:forces:R:3
C 2.55582 -1.11889 -1.18068 0.06 -2.29 -2.12
C 2.16020 0.01690 -0.47589 -0.60 2.90 5.64
C 3.13128 -2.73125 0.54526 -0.09 -2.71 1.92
C 1.74015 1.16234 -1.21190 0.81 3.26 -2.87
N 2.85900 -2.10579 -0.47640 1.12 0.04 -1.31
N 2.32332 -0.09543 0.83543 -0.24 -0.19 -1.48
N -7.12203 -0.07182 -0.22377 1.08 -3.84 -0.75
N 1.95096 0.98410 1.72337 -2.84 -3.55 2.71
H 2.42971 -1.01288 -2.28673 0.60 -1.11 0.80
H 2.36105 -3.39640 0.97257 -0.38 0.43 -0.34
H 4.05759 -2.97784 1.14002 -0.08 1.21 -1.33
H 1.51877 2.08988 -0.64841 0.53 -0.56 0.00
H 0.84739 1.11139 -1.86217 0.29 -0.81 0.18
H 2.62162 1.41385 -2.01422 -1.91 -0.43 1.86
H -7.33623 0.28957 0.66144 -0.81 0.49 0.87
H -7.40173 0.40500 -1.01878 -0.74 1.74 -1.15
H -7.45199 -1.05749 -0.41046 0.49 1.61 1.03
H 0.87211 1.10518 1.75596 1.92 0.09 -0.16
H 2.40845 1.80049 1.50925 1.35 3.02 -0.66
H 2.22822 0.68754 2.77236 -0.54 0.67 -2.85
```
Forces are in eV/Å.

Results
**ΔE to the lowest compared entry with this formula, charge and spin**: 4.8516 eV
**Total energy**: -377.8215 Ha
**Total charge**: +2
**Frontier orbital gap**: 2.52 eV
**E_HOMO**: -12.78 eV

In the Löwdin picture, each atom carries the following charge in e: C 0.0476; C -0.3019; C 0.2014; C 0.0012; N 0.1498; N 0.1062; N 0.0116; N 0.2010; H 0.2007; H 0.1582; H 0.1787; H 0.1021; H 0.1346; H 0.1979; H -0.0201; H -0.0341; H 0.0427; H 0.2366; H 0.1256; H 0.2604

Entry 2:
Density functional theory data (ωB97M-V with the def2-TZVPD basis set) for 3 unconnected molecules or ions with the total composition C25H48BrIN3O7P.

```
86
Properties=species:S:1:pos:R:3:forces:R:3
O 2.37000 3.78659 2.17649 0.99 0.07 -0.45
C 3.43154 3.84470 1.64639 -1.12 0.27 0.77
I 4.89789 5.28893 2.38402 -0.07 -0.12 -0.15
C 3.91037 3.02492 0.46486 0.43 -0.09 0.70
N 3.79111 1.57727 0.68841 0.05 -0.13 -1.35
C 2.55634 0.98618 0.12209 -0.48 0.73 0.70
C 1.31883 1.36564 0.92745 0.54 -0.86 -0.25
C 0.23599 0.28449 0.86714 -0.13 0.55 0.01
C -0.41730 0.15632 2.23564 0.65 0.55 -0.55
O 0.33874 -0.65681 3.10713 -0.66 -0.71 0.33
C 4.90311 0.97893 0.07341 0.12 -0.77 -1.05
O 4.88009 0.27669 -0.90959 0.07 0.70 1.22
O 6.09718 1.26378 0.72121 -0.29 -0.44 0.08
P 6.51854 0.28069 1.99567 0.40 0.63 -0.13
O 5.68173 -1.05700 1.66676 0.03 0.00 0.15
Br 5.18430 1.14503 3.61144 0.05 -0.10 0.18
H 3.39085 3.33540 -0.43545 -0.43 0.13 -0.17
H 4.94787 3.26906 0.32237 0.39 0.10 -0.06
H 2.65663 -0.07870 0.19637 0.28 -0.55 -0.25
H 2.43855 1.29313 -0.90936 0.10 -0.19 -0.48
H 0.92707 2.31415 0.60637 -0.23 0.46 0.12
H 1.64904 1.45126 1.95115 0.03 0.26 0.45
H -0.50814 0.57924 0.14465 -0.39 0.06 -0.30
H 0.63623 -0.66367 0.53045 0.07 -0.43 0.07
H -1.42905 -0.19497 2.14035 -0.30 -0.60 0.27
H -0.45074 1.15610 2.64676 -0.38 0.44 0.19
H 1.26015 -0.46221 2.97197 0.52 0.16 -0.03
H 4.88388 -1.11868 2.20150 -0.31 -0.21 -0.01
C -3.60656 5.83401 0.24381 -0.14 0.00 0.09
C -2.92111 4.48077 -0.04775 -0.22 1.47 -0.16
C -3.67907 3.73463 -1.14480 -0.22 -0.46 -0.04
C -5.01073 3.15240 -0.67472 0.03 0.06 0.07
C -4.82034 2.29849 0.57733 0.09 -0.07 -0.51
C -4.08307 3.02585 1.69992 -0.92 0.47 0.98
N -2.82863 3.65512 1.19246 0.02 -1.28 -1.24
O -1.89167 2.78276 1.06629 0.35 0.00 0.52
C -5.00144 4.08336 2.33981 -0.04 0.19 -0.15
C -3.75377 2.04208 2.81312 0.34 -0.19 0.02
C -1.51944 4.81542 -0.54172 0.35 -0.25 0.04
H -3.27035 6.58853 -0.46552 0.09 -0.07 -0.09
H -4.69050 5.79722 0.15420 0.02 -0.04 0.06
H -3.35486 6.19422 1.24103 0.01 -0.02 0.02
H -3.05501 2.91820 -1.52230 0.08 0.01 0.10
H -3.84457 4.41206 -1.98479 0.06 0.09 0.02
H -5.73348 3.95091 -0.48643 0.02 0.01 0.03
H -5.43986 2.54102 -1.47038 -0.01 0.00 -0.01
H -5.78949 1.96095 0.94879 0.00 0.02 0.11
H -4.26211 1.39684 0.30569 0.10 0.04 0.05
H -4.44589 4.70142 3.04543 0.04 0.00 0.00
H -5.80159 3.59059 2.89043 0.05 -0.13 0.01
H -5.48703 4.73833 1.62086 0.06 -0.01 0.01
H -3.19432 1.18445 2.45264 0.10 0.03 -0.05
H -4.67889 1.66906 3.24952 -0.10 0.07 -0.02
H -3.17431 2.52117 3.60311 0.02 0.02 -0.01
H -0.94178 5.32416 0.23142 0.00 -0.01 0.03
H -1.59075 5.47563 -1.40450 -0.11 0.07 -0.01
H -0.96967 3.92932 -0.85390 -0.03 -0.03 0.11
C 2.70367 -4.22672 -3.10101 -0.11 -0.07 -0.12
C 2.27300 -4.29808 -1.61923 0.93 0.24 -1.10
C 2.55763 -5.69066 -1.05930 -0.30 -0.37 0.23
C 1.58859 -6.75844 -1.56604 -0.02 0.09 -0.05
C 0.13889 -6.32952 -1.34008 0.38 -0.20 0.29
C -0.17938 -4.94889 -1.91179 -0.68 -0.17 -1.26
N 0.83091 -3.94581 -1.47052 0.10 -1.00 1.42
O 0.58353 -3.55938 -0.26839 -0.17 0.62 -0.01
C -0.24787 -5.01685 -3.44861 0.20 -0.03 -0.10
C -1.56548 -4.51450 -1.45424 -0.07 0.19 0.37
C 3.12185 -3.27319 -0.88393 -0.08 0.30 0.43
H 3.76805 -4.01012 -3.17484 0.04 0.01 0.14
H 2.54637 -5.15808 -3.64202 -0.07 0.03 0.01
H 2.17584 -3.42996 -3.62481 -0.03 0.01 0.01
H 2.49849 -5.65803 0.03311 -0.06 0.11 0.00
H 3.58386 -5.96954 -1.30602 0.05 0.09 -0.05
H 1.76517 -6.96704 -2.62475 -0.01 0.04 -0.01
H 1.77649 -7.69611 -1.04026 0.00 -0.01 -0.01
H -0.53978 -7.06206 -1.78098 -0.07 0.05 -0.06
H -0.06262 -6.32901 -0.26453 0.00 0.13 0.01
H -0.33516 -4.01761 -3.87609 0.01 0.03 0.02
H -1.12592 -5.58506 -3.75336 -0.08 0.00 0.11
H 0.60613 -5.51013 -3.90563 0.01 0.05 0.04
H -1.66694 -4.53465 -0.37132 0.09 0.08 0.00
H -2.31066 -5.19278 -1.86721 0.04 -0.07 -0.10
H -1.79421 -3.50597 -1.80086 0.03 0.02 0.00
H 2.91760 -2.26323 -1.24436 0.00 0.00 -0.02
H 4.17755 -3.48003 -1.04962 0.02 -0.08 -0.13
H 2.95384 -3.29404 0.19196 -0.13 0.01 -0.04
```
Forces are in eV/Å.

Results
**2S+1**: 3
**Total energy**: -4885.3248 Ha
**Frontier orbital gap (spin up / spin down)**: 8.73 / 9.58 eV
**E_HOMO (spin up / spin down)**: -8.36 / -9.34 eV

In the Löwdin picture, each atom carries the following charge in e: O 0.0266; C -0.7791; I 0.7619; C -0.1764; N -0.0490; C -0.1415; C -0.1752; C -0.1612; C -0.2690; O -0.0474; C -0.5969; O 0.1401; O -0.3049; P 0.6033; O -0.3344; Br 0.2922; H 0.1458; H 0.0772; H 0.1066; H 0.1319; H 0.1004; H 0.0983; H 0.1025; H 0.1028; H 0.1034; H 0.1034; H 0.0620; H 0.0274; C -0.0306; C -0.4880; C -0.1331; C -0.1714; C -0.1303; C -0.4905; N -0.0786; O -0.0233; C -0.0320; C -0.0347; C -0.0442; H 0.0827; H 0.0636; H 0.0909; H 0.1245; H 0.1260; H 0.1020; H 0.1130; H 0.1255; H 0.1257; H 0.0932; H 0.0867; H 0.0585; H 0.0604; H 0.0894; H 0.0985; H 0.0954; H 0.0861; H 0.0732; C -0.0291; C -0.4903; C -0.1323; C -0.1718; C -0.1323; C -0.4986; N -0.0914; O -0.0209; C -0.0337; C -0.0443; C -0.0468; H 0.0841; H 0.0636; H 0.0903; H 0.1256; H 0.1263; H 0.1012; H 0.1123; H 0.1243; H 0.1256; H 0.0917; H 0.0856; H 0.0585; H 0.0803; H 0.0859; H 0.0918; H 0.0870; H 0.0899; H 0.0783

Entry 3:
Density functional theory data (ωB97M-V with the def2-TZVPD basis set) for a molecular structure, C11H24N3O5Tl.

```
44
Properties=species:S:1:pos:R:3:forces:R:3
Tl 15.29322 -1.73736 8.10728 0.37 1.10 -0.52
C 13.66894 0.03062 4.24347 -0.87 0.07 -1.56
C 14.05694 -1.01244 5.32463 1.63 -0.86 1.44
O 15.01276 -1.75975 5.10656 -0.27 0.40 -0.02
O 13.47253 -0.85770 6.43316 0.00 0.35 0.63
H 12.79814 -0.27543 3.65580 -0.13 -0.49 0.51
H 14.45585 0.04740 3.49403 0.36 0.16 0.42
H 13.39808 0.99619 4.65242 0.35 -0.07 0.39
C 14.53457 -3.76396 12.03858 0.18 -0.43 1.17
C 15.92473 -3.62000 11.48140 -1.61 -1.18 0.46
O 16.09799 -3.39119 10.27786 0.59 1.24 -0.94
N 16.93639 -3.90513 12.32344 0.36 0.59 -1.84
C 18.28922 -3.67359 11.85620 1.87 -1.30 1.95
H 14.57411 -3.88723 13.12398 0.10 0.31 0.00
H 14.07556 -4.70320 11.72665 -0.07 0.24 -0.62
H 13.90948 -2.89751 11.84358 -0.04 -0.08 -0.32
H 16.79788 -4.63593 13.00348 -0.23 0.31 0.33
H 18.92792 -4.26050 12.53285 -0.18 0.03 0.09
H 18.65268 -2.67845 12.10463 -0.42 0.32 -0.64
H 18.64058 -4.08805 10.91466 -0.86 0.44 -0.53
C 15.06927 2.65186 6.61370 0.66 0.58 0.80
C 16.20184 1.68499 6.36109 -1.09 -0.07 -0.93
O 16.26137 0.57927 6.91952 0.37 -0.58 0.43
N 17.08668 2.07637 5.43060 -0.30 -0.44 0.02
C 18.28699 1.34261 5.09673 0.75 -0.04 -0.43
H 15.13938 2.88833 7.68044 -0.21 -0.10 0.02
H 14.06281 2.29305 6.42643 0.10 -0.30 -0.12
H 15.25093 3.60911 6.12803 -0.17 -0.11 -0.27
H 16.71706 2.71542 4.74315 0.29 0.39 0.23
H 18.59094 0.74884 5.95316 0.02 0.03 -0.01
H 19.07832 2.04416 4.82729 -0.04 0.12 0.38
H 18.23138 0.70133 4.21260 -0.59 -0.14 0.19
C 18.89304 0.13854 11.14362 0.03 1.48 0.47
C 18.43734 -0.65816 9.96940 0.03 -0.55 0.19
O 17.22520 -0.57780 9.65719 -0.85 -0.27 -0.66
N 19.29703 -1.40033 9.27964 -0.69 0.09 0.06
C 20.62138 -1.84423 9.67697 0.57 -0.03 -0.40
H 19.22635 -0.37986 12.04150 0.16 -0.50 -0.36
H 18.10208 0.80158 11.49461 -0.30 -0.29 -0.22
H 19.66690 0.84817 10.83474 0.25 -0.35 -0.04
H 18.84183 -1.88089 8.51586 0.30 -0.14 -0.08
H 20.62665 -2.92974 9.76102 -0.03 0.02 0.32
H 20.95976 -1.36568 10.59010 -0.26 -0.09 0.14
H 21.36647 -1.60382 8.91780 -0.17 0.15 -0.11
```
Forces are in eV/Å.

Results
**ΔE to the lowest compared entry with this formula, charge and spin**: 0.0000 eV
**Total energy**: -1145.8122 Ha
**Total charge**: +2
**Frontier orbital gap**: 3.89 eV
**E_HOMO**: -15.77 eV

In the Löwdin picture, each atom carries the following charge in e: Tl 1.4930; C 0.0926; C -0.6422; O 0.1072; O 0.0102; H 0.1176; H 0.1081; H 0.0869; C 0.0241; C -0.4939; O -0.0596; N 0.0605; C -0.0593; H 0.0929; H 0.1059; H 0.0942; H 0.1622; H 0.1050; H 0.0784; H 0.0914; C 0.0313; C -0.4954; O -0.0709; N 0.0420; C -0.0408; H 0.1056; H 0.0806; H 0.0946; H 0.1532; H 0.0831; H 0.0979; H 0.0971; C 0.0256; C -0.4971; O -0.0599; N 0.0588; C -0.0285; H 0.0955; H 0.1014; H 0.1128; H 0.1508; H 0.0916; H 0.0952; H 0.1002